Record 1
A cluster of 3 separate species, C14H24I2N2O2PS in total in a non-equilibrium geometry, computed with ωB97M-V/def2-TZVPD.

For the HOMO energy, the calculation gives -0.4025 Ha. As for the net charge: +1. For the energy relative to the best compared isomer or geometry (same formula, charge and spin), the calculation gives 3.203 eV. Its largest force on an atom is 0.1294 hartree/bohr. For the total energy, the calculation gives -2142.3662 a.u. As for the lowest unoccupied orbital energy: -4.3 eV.

XYZ file:
```
46
C14H24I2N2O2PS, DFT ωB97M-V/def2-TZVPD
C 7.047 1.978 -0.917
C 5.647 2.740 -1.107
I 5.603 4.635 -2.221
C 4.471 2.167 -0.555
I 4.611 0.273 0.553
C 3.044 2.830 -0.738
C 1.953 1.892 -1.285
N 0.830 2.823 -1.367
P -0.765 2.312 -1.963
S -0.972 0.366 -1.928
C 1.149 4.169 -0.912
N 2.558 4.174 -0.528
H 7.365 1.862 0.177
H 7.885 2.471 -1.536
H 6.897 0.927 -1.379
H 2.041 0.797 -1.567
H -0.885 2.720 -3.340
H -1.811 2.949 -1.192
H 0.436 5.067 -0.888
H 3.117 4.965 -0.182
C -1.479 -4.538 0.413
C -0.972 -3.479 -0.540
C 0.226 -2.929 0.206
O 0.757 -4.005 0.990
C -0.188 -5.086 0.989
H -2.091 -5.304 -0.066
H -2.073 -4.070 1.205
H -0.648 -3.947 -1.475
H -1.713 -2.714 -0.780
H -0.067 -2.127 0.892
H 1.000 -2.548 -0.467
H 0.219 -5.885 0.360
H -0.310 -5.469 2.004
C -5.071 -0.105 1.812
C -4.012 0.969 1.904
C -2.747 0.193 1.591
O -3.121 -0.870 0.705
C -4.553 -0.962 0.675
H -6.075 0.283 1.630
H -5.092 -0.686 2.739
H -4.185 1.728 1.133
H -3.975 1.470 2.873
H -2.324 -0.258 2.495
H -1.980 0.812 1.118
H -4.893 -0.582 -0.295
H -4.856 -2.007 0.765
```

---

Record 2
A cluster of 2 separate species, C4H11NO3 in total in a non-equilibrium geometry, computed with ωB97M-V/def2-TZVPD.

For the HOMO energy, the calculation gives -0.3527 Ha. For the energy relative to the best compared isomer or geometry (same formula, charge and spin), the calculation gives 1.947 eV. Its largest force on an atom is 0.1165 hartree/bohr. For the total energy, the calculation gives -439.4544 a.u. As for the lowest unoccupied orbital energy: 0.7 eV.

XYZ file:
```
19
C4H11NO3, DFT ωB97M-V/def2-TZVPD
O -3.660 -3.028 -2.011
O -1.405 -0.236 0.150
C -3.895 -2.919 -0.851
N -4.707 -3.739 -0.299
C 0.000 0.000 0.000
C -1.835 -1.476 -0.400
C -3.293 -1.687 -0.119
H -5.011 -4.660 -0.623
H -4.921 -3.435 0.654
H 0.421 -0.736 0.706
H 0.348 1.005 0.290
H 0.379 -0.226 -1.011
H -1.601 -1.489 -1.482
H -1.243 -2.277 0.082
H -3.401 -1.772 0.980
H -3.826 -0.772 -0.440
O 0.720 4.277 0.572
H 1.303 3.574 0.938
H -0.171 4.076 0.939
```

---

Record 3
A structure of composition C11H12AlN2P in a non-equilibrium geometry, computed with ωB97M-V/def2-TZVPD.

For the HOMO energy (spin up / spin down), the calculation gives -0.2096 / -0.2099 Ha. For the energy relative to the best compared isomer or geometry (same formula, charge and spin), the calculation gives 4.447 eV. Its largest force on an atom is 0.0717 hartree/bohr. For the total energy, the calculation gives -1119.3574 a.u. As for the lowest unoccupied orbital energy (spin up / spin down): -1.5 / -1.5 eV.

XYZ file:
```
27
C11H12AlN2P, DFT ωB97M-V/def2-TZVPD
C -0.421 2.458 -0.036
C -1.492 2.767 -0.881
C -2.297 1.760 -1.444
C -2.599 0.583 -0.651
C -2.330 0.655 0.764
Al -0.763 0.652 -0.518
P -0.507 1.201 2.014
H 0.533 2.995 -0.165
H -1.742 3.771 -1.253
H -2.929 2.023 -2.307
H -2.786 -0.025 1.515
H -3.088 -0.299 -1.103
H -0.505 0.172 3.006
H -1.274 2.185 2.659
H 0.805 1.711 2.274
N 1.432 -4.546 1.967
C 1.505 -3.714 1.134
C 1.577 -2.621 0.192
C 2.763 -2.313 -0.477
C 2.800 -1.183 -1.259
C 1.686 -0.370 -1.351
N 0.577 -0.669 -0.635
C 0.479 -1.803 0.109
H 3.640 -2.940 -0.376
H 3.670 -0.894 -1.814
H 1.692 0.492 -2.028
H -0.426 -2.051 0.663
```

---

Record 4
A structure of composition C9H19AuF3O5P2S in a non-equilibrium geometry, computed with ωB97M-V/def2-TZVPD.

For the HOMO energy (spin up / spin down), the calculation gives -0.4529 / -0.4441 Ha. As for the net charge: +1. For the energy relative to the best compared isomer or geometry (same formula, charge and spin), the calculation gives 0.831 eV. Its largest force on an atom is 0.0387 hartree/bohr. For the total energy, the calculation gives -2246.4658 a.u. As for the lowest unoccupied orbital energy (spin up / spin down): -6.3 / -6.4 eV.

XYZ file:
```
40
C9H19AuF3O5P2S, DFT ωB97M-V/def2-TZVPD
Au 0.222 -0.463 0.189
C -3.108 -0.705 1.505
P -2.084 0.262 0.374
C -3.067 0.552 -1.112
C -1.802 1.863 1.230
C -0.719 2.700 0.548
P 0.859 1.764 0.474
C 1.901 2.501 -0.800
C 1.719 1.949 2.051
H -4.044 -0.178 1.693
H -2.571 -0.863 2.440
H -3.318 -1.674 1.052
H -3.980 1.085 -0.842
H -3.305 -0.419 -1.546
H -2.499 1.114 -1.851
H -1.489 1.597 2.244
H -2.742 2.414 1.303
H -0.559 3.633 1.092
H -0.999 2.954 -0.476
H 2.184 3.513 -0.509
H 1.374 2.511 -1.753
H 2.794 1.883 -0.900
H 1.677 2.987 2.380
H 2.755 1.644 1.903
H 1.279 1.288 2.797
F 3.058 -1.082 0.445
C 2.881 -2.408 0.695
F 3.890 -2.814 1.436
F 2.892 -3.054 -0.460
S 1.227 -2.654 1.557
O 1.319 -3.825 2.342
O 0.283 -2.684 0.406
O 1.039 -1.371 2.257
C 0.664 -2.395 -3.663
C 0.076 -1.489 -2.543
O -1.131 -1.388 -2.402
O 1.006 -0.937 -1.845
H 0.218 -2.075 -4.601
H 0.354 -3.410 -3.422
H 1.746 -2.323 -3.688
```

---

Record 5
A cluster of 2 separate species, C3H12OSi2 in total in a non-equilibrium geometry, computed with ωB97M-V/def2-TZVPD.

For the HOMO energy (spin up / spin down), the calculation gives -0.2873 / -0.2697 Ha. For the energy relative to the best compared isomer or geometry (same formula, charge and spin), the calculation gives 5.612 eV. Its largest force on an atom is 0.0726 hartree/bohr. For the total energy, the calculation gives -775.5505 a.u. As for the lowest unoccupied orbital energy (spin up / spin down): 0.7 / 0.8 eV.

XYZ file:
```
18
C3H12OSi2, DFT ωB97M-V/def2-TZVPD
C -2.757 -0.133 0.116
C -1.687 -0.698 -0.667
C 0.608 -0.310 1.086
O 0.774 1.009 1.176
Si 1.764 -1.584 0.338
Si 1.486 2.039 0.050
H -2.604 -0.249 1.176
H -2.915 0.902 0.082
H -3.726 -0.601 -0.239
H -1.534 -1.869 -0.732
H -1.306 -0.226 -1.530
H -0.127 -0.563 1.814
H 3.039 -1.726 1.154
H 2.017 -0.964 -0.967
H 0.875 -2.888 0.216
H 2.739 1.744 -0.561
H 0.481 2.166 -0.980
H 1.502 3.308 0.672
```

---

Record 6
A cluster of 2 separate species, C5H7INO in total in a non-equilibrium geometry, computed with ωB97M-V/def2-TZVPD.

For the HOMO energy, the calculation gives -0.4816 Ha. As for the net charge: +1. For the energy relative to the best compared isomer or geometry (same formula, charge and spin), the calculation gives 0.000 eV. Its largest force on an atom is 0.0414 hartree/bohr. For the total energy, the calculation gives -622.1181 a.u. As for the lowest unoccupied orbital energy: -5.1 eV.

XYZ file:
```
15
C5H7INO, DFT ωB97M-V/def2-TZVPD
C 1.000 -0.016 -2.463
C 0.447 -1.079 -1.737
C 1.255 1.008 -1.566
C 0.333 -0.585 -0.400
C 0.027 -1.305 0.736
N 0.169 -1.010 1.991
O 0.913 0.660 -0.362
I -1.955 2.383 1.334
H 1.281 0.120 -3.473
H 0.294 -1.961 -2.394
H 1.514 2.022 -1.824
H -0.336 -2.244 0.468
H -0.203 -1.699 2.674
H 0.581 -0.119 2.230
H -1.735 2.256 2.887
```

---

Record 7
A cluster of 2 separate species, C2H7NO2 in total, computed with ωB97M-V/def2-TZVPD.

For the HOMO energy, the calculation gives -0.3511 Ha. For the energy relative to the best compared isomer or geometry (same formula, charge and spin), the calculation gives 0.300 eV. Its largest force on an atom is 0.0109 hartree/bohr. For the total energy, the calculation gives -285.6608 a.u. As for the lowest unoccupied orbital energy: 0.5 eV.

XYZ file:
```
12
C2H7NO2, DFT ωB97M-V/def2-TZVPD
C 0.316 1.688 -0.405
C 0.090 0.368 -1.096
N -0.025 -0.701 -0.257
O 0.039 0.268 -2.307
H 1.354 1.973 -0.589
H 0.088 1.667 0.652
H -0.300 2.427 -0.906
H -0.085 -0.528 0.730
H -0.020 -1.624 -0.659
H -1.047 -1.661 3.227
H 0.479 -1.778 3.022
O -0.263 -1.170 2.966
```

---

Record 8
A cluster of 3 separate species, C15H13O14PS in total, computed with ωB97M-V/def2-TZVPD.

For the HOMO energy, the calculation gives -0.3673 Ha. Its largest force on an atom is 0.0149 hartree/bohr. For the total energy, the calculation gives -2372.4057 a.u. As for the lowest unoccupied orbital energy: -2.1 eV.

XYZ file:
```
44
C15H13O14PS, DFT ωB97M-V/def2-TZVPD
O -4.656 -1.210 -2.232
C -3.598 -1.646 -2.528
O -3.145 -1.839 -3.809
C -2.329 -3.006 -3.717
S -3.372 -4.505 -3.536
C -1.603 -2.677 -2.421
P -0.662 -4.040 -1.671
O -0.388 -5.067 -2.675
O 0.641 -3.361 -1.069
O -1.480 -4.489 -0.383
O -2.639 -2.049 -1.649
H -1.669 -3.110 -4.566
H -4.523 -3.845 -3.721
H -0.863 -1.898 -2.632
H 0.549 -2.409 -0.934
H -2.429 -4.514 -0.568
C -0.078 1.528 -1.304
C 0.247 2.778 -0.940
C 1.675 3.285 -0.970
O 1.843 4.440 -0.628
C 2.727 2.383 -1.385
C 2.400 1.134 -1.744
C 0.968 0.641 -1.728
O 0.792 -0.519 -2.083
O 3.279 0.227 -2.137
O -0.622 3.679 -0.519
H -1.093 1.156 -1.275
H 3.745 2.746 -1.393
H 2.777 -0.585 -2.343
H -0.102 4.494 -0.353
C 1.101 2.935 4.649
C 0.468 2.772 3.479
C 0.303 1.414 2.826
O -0.294 1.411 1.762
C 0.850 0.250 3.478
C 1.484 0.411 4.650
C 1.641 1.768 5.311
O 2.224 1.781 6.379
O 2.026 -0.576 5.338
O -0.074 3.757 2.781
H 1.223 3.899 5.122
H 0.734 -0.714 3.003
H 2.408 -0.168 6.142
H -0.484 3.338 1.995
```

---

Record 9
A cluster of 2 separate species, C5H11IOP in total in a non-equilibrium geometry, computed with ωB97M-V/def2-TZVPD.

For the HOMO energy, the calculation gives -0.4377 Ha. As for the net charge: +1. For the energy relative to the best compared isomer or geometry (same formula, charge and spin), the calculation gives 2.710 eV. Its largest force on an atom is 0.0773 hartree/bohr. For the total energy, the calculation gives -911.0381 a.u. As for the lowest unoccupied orbital energy: -7.6 eV.

XYZ file:
```
19
C5H11IOP, DFT ωB97M-V/def2-TZVPD
C -0.118 -1.135 -1.333
C 0.770 -1.803 -0.315
C -0.038 0.328 -1.078
C 0.840 -0.979 0.827
C -1.780 -0.020 1.049
O 0.498 1.755 1.257
P -0.116 0.560 0.697
I 1.781 4.907 0.252
H 0.083 -1.408 -2.411
H -1.162 -1.518 -1.217
H 0.801 -2.934 -0.224
H 1.860 -1.889 -0.758
H 0.906 0.651 -1.430
H -0.665 1.022 -1.441
H 1.550 -1.284 1.490
H -2.411 0.837 0.652
H -1.915 -0.017 2.164
H -1.957 -1.009 0.556
H 1.073 3.935 1.264
```

---

Q: Which value of largest force on an atom does entry 2 give?
A: 0.1165 hartree/bohr